Formula: C6H10INS
Source: the Open Molecules 2025 dataset
Level of theory: ωB97M-V/def2-TZVPD

Its energy above the lowest of the compared OMol25 structures with the same formula, charge and spin is 2.717 eV. The value obtained for the highest occupied orbital energy (alpha / beta) is -8.0 / -8.0 eV. As for the calculated total energy: -26805.9376 eV. The frontier orbital gap (alpha / beta) is 7.758 / 7.800 eV.

Geometry (Å):
C (-0.2376, -0.4958, -2.1636)
C (-0.5960, 0.9749, 0.2928)
C (-1.9215, 0.6138, -0.2805)
C (0.5500, -0.0387, 0.1798)
C (0.1871, -1.3766, 0.7702)
C (1.7241, 0.4828, 0.9443)
N (1.1329, -0.2757, -1.1621)
S (-1.8228, -0.3128, -1.8613)
I (0.5720, -0.9198, -3.9631)
H (-0.2142, 1.8551, -0.1093)
H (-0.6963, 1.2536, 1.4071)
H (-2.5304, 0.2107, 0.5676)
H (-2.5716, 1.4577, -0.6179)
H (-0.3853, -1.8929, -0.0197)
H (-0.5992, -1.2984, 1.6068)
H (1.0320, -1.9027, 0.9185)
H (1.6983, 0.1366, 2.0102)
H (2.0015, 1.4728, 0.9139)
H (2.6769, 0.0552, 0.5661)